A cluster of 6 separate species, C6H27N2O5 in total in a non-equilibrium geometry. Source: the OMol25 dataset; level of theory: ωB97M-V/def2-TZVPD.

Structure (XYZ):
```
40
Properties=species:S:1:pos:R:3:mulliken_charge:R:1
N -0.05 2.25 -0.87 -0.498
C -1.39 1.74 -0.97 0.377
C -2.50 2.83 -0.80 -1.346
C -1.64 0.66 0.12 -0.745
N -0.92 -0.57 -0.32 0.155
C -1.26 -1.69 0.67 -0.870
C -0.28 -2.00 1.75 -0.495
C -0.37 -1.15 2.98 -1.041
H 0.31 2.92 -0.21 0.187
H 0.66 1.57 -1.13 0.122
H -1.25 -0.95 -1.23 0.609
H -1.57 1.44 -2.01 0.266
H -2.80 3.22 -1.77 0.333
H -3.36 2.37 -0.31 0.359
H -2.09 3.69 -0.26 0.334
H -2.71 0.49 0.18 0.639
H -1.08 1.13 0.94 0.015
H 0.09 -0.41 -0.32 -0.318
H -2.27 -1.47 1.02 0.307
H -1.45 -2.57 0.05 0.556
H 0.72 -1.90 1.26 -0.075
H -0.33 -3.05 2.01 0.413
H 0.31 -1.22 3.84 0.484
H -0.60 -0.08 2.91 0.158
H -1.27 -1.47 3.56 0.341
H 3.62 1.50 -1.17 0.238
H 2.95 0.47 -0.34 0.274
O 2.74 1.13 -1.04 -0.834
H 0.99 1.54 3.47 0.291
H 1.77 2.73 2.83 0.286
O 1.27 1.94 2.64 -0.592
H 2.76 -2.04 -0.56 0.106
H 4.25 -1.72 -0.53 0.119
O 3.38 -1.28 -0.52 -0.275
H -0.10 -2.60 -3.07 0.105
H -0.55 -3.24 -1.74 0.261
O -0.62 -2.44 -2.28 -0.388
H 2.22 -0.53 -2.42 0.097
H 1.12 -0.61 -3.65 0.161
O 1.30 -0.63 -2.71 -0.117
```

Values from the calculation:
* net charge: 0
* gap between HOMO and LUMO (spin up / spin down): 2.87 / 9.25 eV
* highest occupied orbital energy (spin up / spin down): -2.506 / -8.945 eV
* LUMO (spin up / spin down): 0.362 / 0.306 eV
* largest force on an atom: 3.27 eV/Å
* spin multiplicity: 2
* expectation value of S²: 0.751